This record from the Open Molecules 2025 dataset describes C2H28CdO19 as an isolated structure in a non-equilibrium geometry. The level of theory is ωB97M-V/def2-TZVPD.

Atoms and positions in Å:
Cd (8.49, 14.64, 15.96)
C (9.49, 12.25, 15.23)
O (10.22, 13.13, 15.65)
O (9.95, 11.09, 14.64)
O (8.27, 12.35, 15.20)
H (10.90, 11.12, 14.87)
C (7.72, 13.94, 18.63)
O (7.86, 15.06, 18.19)
O (6.98, 13.63, 19.67)
O (8.17, 13.04, 17.90)
H (6.92, 12.73, 19.89)
O (8.95, 10.97, 19.58)
H (9.04, 11.78, 19.13)
H (9.84, 10.50, 19.79)
O (7.32, 13.68, 22.71)
H (7.57, 13.26, 21.88)
H (7.95, 13.38, 23.36)
O (4.52, 13.84, 20.59)
H (4.64, 12.92, 20.35)
H (5.43, 14.18, 20.45)
O (5.31, 16.10, 18.52)
H (6.30, 16.14, 18.55)
H (5.15, 16.94, 18.98)
O (6.04, 14.64, 15.70)
H (5.86, 15.43, 15.19)
H (5.51, 14.73, 16.53)
O (8.15, 16.52, 20.46)
H (7.26, 16.53, 20.84)
H (8.10, 15.92, 19.71)
O (5.98, 12.09, 17.17)
H (5.46, 12.11, 17.93)
H (6.83, 12.35, 17.50)
O (4.74, 11.33, 19.55)
H (4.62, 10.48, 19.15)
H (5.35, 11.15, 20.21)
O (7.85, 16.82, 15.98)
H (6.98, 17.15, 15.84)
H (8.46, 17.56, 16.09)
O (10.14, 12.53, 21.40)
H (9.62, 12.00, 20.78)
H (10.31, 11.92, 22.05)
O (6.83, 11.28, 21.13)
H (7.44, 10.68, 20.71)
H (6.95, 11.30, 22.05)
O (10.51, 15.70, 16.82)
H (10.61, 15.69, 17.75)
H (11.36, 15.55, 16.39)
O (11.10, 12.05, 18.14)
H (12.06, 12.25, 18.00)
H (10.58, 12.06, 17.32)

Values from the calculation:
Net charge   0
HOMO-LUMO gap   8.79 eV
HOMO energy   -0.354 Ha
Energy relative to the best compared isomer or geometry (same formula, charge and spin)   36.5 kJ/mol
Calculated total energy   -1690.342119 Ha